Entry 1:
Entry from the OMol25 dataset: a 2-piece molecular cluster, C4H5OP overall in a non-equilibrium geometry (ωB97M-V with the def2-TZVPD basis set).

LUMO: 0.5 eV
Net charge: 0
E_HOMO: -8.8 eV
Kohn-Sham gap: 9.27 eV
Calculated total energy: -15559.652 eV
Energy above the lowest of the compared OMol25 structures with the same formula, charge and spin: 100.6 kcal/mol
Structure (SMILES): CP1#CO1.C#C

Last column: Löwdin charge in e.
Atoms and positions in Å:
C: 2.1302 -0.2602 -1.3537  -0.328
P: 0.6071 0.2383 -0.3994  0.854
C: 1.2160 -0.1256 1.3052  -0.266
O: 0.6113 -1.0897 0.8022  -0.317
H: 2.2876 -1.2810 -1.2974  -0.001
H: 2.9979 0.1863 -0.7833  0.051
H: 2.0380 0.2181 -2.3253  0.023
C: -2.4882 0.3302 1.3481  -0.035
C: -3.4282 0.8126 0.7913  -0.003
H: -1.8677 -0.3742 1.7893  -0.008
H: -4.1040 1.3452 0.1230  0.032

Cartesian forces (eV/Å) of the 6 atoms listed first:
C 0.4 3.1 1.8
P -0.2 0.1 -1.1
C 0.7 0.3 0.9
O -0.4 -0.6 -0.1
H 0.0 -2.1 -0.6
H -0.7 -0.2 -0.8

=====

Entry 2:
Entry from the OMol25 dataset: C15H12N4PdS4 as an isolated structure (ωB97M-V with the def2-TZVPD basis set).

LUMO (spin up / spin down): -0.8 / -2.5 eV
Spin multiplicity: 3
Net charge: 0
E_HOMO (spin up / spin down): -8.0 / -7.7 eV
Kohn-Sham gap (spin up / spin down): 7.25 / 5.12 eV
Calculated total energy: -68529.581 eV
Energy above the lowest of the compared OMol25 structures with the same formula, charge and spin: 6.6 kcal/mol

Last column: Löwdin charge in e.
Atoms and positions in Å:
Pd: 0.2402 0.7182 0.1061  0.541
C: -4.7134 -0.9476 -1.3000  -0.432
S: -4.6233 0.5986 -0.3799  0.839
C: -2.8901 0.8896 -0.2572  -1.094
S: -1.7889 -0.4360 -0.1593  0.593
N: -2.6054 2.1463 -0.1412  -0.098
N: -1.2556 2.3681 0.0092  -0.112
C: -0.9535 3.5884 0.2571  -0.062
C: 0.4387 4.0185 0.3256  -0.266
C: 0.7462 5.3701 0.4322  -0.014
C: 2.0801 5.7449 0.4458  -0.054
C: 3.0496 4.7607 0.3491  -0.043
C: 2.6464 3.4327 0.2481  -0.147
N: 1.3755 3.0648 0.2418  0.046
H: -5.7536 -1.2621 -1.2387  0.031
H: -4.0872 -1.7133 -0.8511  -0.003
H: -4.4411 -0.8024 -2.3429  0.040
H: -1.7467 4.3215 0.3687  0.129
H: -0.0445 6.1034 0.4953  0.114
H: 2.3565 6.7869 0.5271  0.111
H: 4.1022 5.0027 0.3528  0.107
H: 3.3772 2.6363 0.1709  0.058
S: 2.5904 0.1145 0.4333  0.564
C: 2.1585 -1.5562 0.3435  -1.128
N: 0.9148 -1.8920 0.1886  -0.059
C: 0.7655 -3.2614 0.1456  -0.314
C: -0.4431 -3.9399 -0.0023  -0.019
C: -0.4273 -5.3187 -0.0247  -0.084
C: 0.7702 -6.0300 0.0979  -0.092
C: 1.9744 -5.3726 0.2475  -0.095
C: 1.9637 -3.9834 0.2713  -0.472
S: 3.2916 -2.8754 0.4497  1.028
H: -1.3639 -3.3815 -0.0935  0.080
H: -1.3563 -5.8593 -0.1374  0.101
H: 0.7529 -7.1105 0.0766  0.101
H: 2.8990 -5.9239 0.3445  0.106

Cartesian forces (eV/Å) of the 6 atoms listed first:
Pd -0.6 0.7 -0.1
C 0.0 -0.1 0.1
S 0.0 0.1 -0.1
C -0.3 0.1 0.1
S 0.4 -0.2 -0.1
N 0.1 -0.2 0.0

=====

Entry 3:
Entry from the OMol25 dataset: a 2-piece molecular cluster, C3H8NO2 overall in a non-equilibrium geometry (ωB97M-V with the def2-TZVPD basis set).

LUMO (spin up / spin down): -5.1 / -5.2 eV
Net charge: +1
E_HOMO (spin up / spin down): -14.1 / -14.0 eV
Kohn-Sham gap (spin up / spin down): 8.92 / 8.79 eV
Calculated total energy: -8813.180 eV
Energy above the lowest of the compared OMol25 structures with the same formula, charge and spin: 156.2 kcal/mol

Last column: Löwdin charge in e.
Atoms and positions in Å:
C: -2.2633 -1.2845 0.1420  0.196
C: 1.2090 -1.4143 -0.0720  -0.270
C: 2.5373 0.6982 0.1045  -0.020
N: -2.2579 0.1690 0.2233  0.056
O: 0.0536 -1.0065 0.0472  -0.033
O: 2.3094 -0.7130 -0.0312  -0.035
H: -2.6242 -1.7436 -0.7328  0.030
H: 1.3143 -2.5524 -0.1233  0.190
H: 1.9004 1.0995 -0.7597  0.114
H: 3.5279 0.9656 -0.1881  0.077
H: 2.2975 1.1872 1.1846  0.158
H: -1.2806 0.1855 -0.2414  0.156
H: -2.4714 0.3352 1.2384  0.183
H: -2.8236 0.7492 -0.4838  0.198

Cartesian forces (eV/Å) of the 6 atoms listed first:
C -0.3 -0.7 2.9
C -0.7 -0.7 0.7
C -3.3 2.0 0.0
N -1.0 -0.5 -2.4
O 0.5 1.0 -0.7
O 0.9 -1.6 0.5

=====

- Look up the net charge of the third one.
  +1

=====

- Which formula does entry 3 have?
  C3H8NO2

=====

- Number 2 is which compound?
  C15H12N4PdS4

=====

- Which value of net charge does entry 3 give?
  +1